Entry 1:
Below is a molecular structure, C17H15N7ORhSe in a non-equilibrium geometry, with properties calculated with ωB97M-V/def2-TZVPD.

Structure (XYZ):
```
42
Properties=species:S:1:pos:R:3:forces:R:3
Rh -0.966232 0.725352 0.130638 2.0 -2.9 0.4
O -0.983457 -3.218857 -0.988386 -0.1 0.0 0.0
C -1.066998 -2.004574 -0.954494 0.0 0.1 0.1
N -1.280984 -1.277547 0.155426 0.3 1.2 0.0
C -1.441634 -1.990176 1.399950 0.0 0.0 0.0
C -1.339690 -1.054264 2.557980 0.0 -0.1 0.1
C -1.569588 -1.486664 3.858031 0.1 0.1 0.0
C -1.433143 -0.592654 4.903196 0.0 0.0 -0.1
C -1.072679 0.721586 4.629006 0.0 0.0 0.0
C -0.873192 1.088408 3.316131 0.1 0.1 0.2
N -0.996104 0.214721 2.310366 -0.4 0.9 -1.4
C -0.980791 -1.162755 -2.191445 0.1 -0.2 -0.2
C -1.143283 -1.736031 -3.439962 0.1 0.1 0.0
C -1.093841 -0.917348 -4.556615 0.0 0.0 0.1
C -0.870752 0.441749 -4.384815 0.1 0.0 0.0
C -0.712540 0.936829 -3.103836 0.1 0.2 -0.1
N -0.764634 0.145175 -2.033170 -0.8 0.9 1.2
H -0.679578 -2.773739 1.480867 0.0 0.0 0.1
H -2.408154 -2.505309 1.426953 0.0 0.0 0.0
H -1.853289 -2.516227 4.028429 0.0 0.0 0.0
H -1.606806 -0.914171 5.921202 0.0 0.0 0.0
H -0.954587 1.449836 5.417851 0.0 0.0 0.0
H -0.597108 2.099955 3.048938 0.0 0.0 0.0
H -1.310527 -2.802072 -3.498744 0.0 0.0 0.0
H -1.233439 -1.327837 -5.547401 0.0 0.0 0.0
H -0.821912 1.116272 -5.227426 0.0 0.0 0.0
H -0.539704 1.991233 -2.927663 -0.1 0.0 0.0
Se -2.898512 2.162924 0.150810 -0.4 -0.5 -0.1
C -1.207042 2.898767 -0.045138 -0.9 1.5 -0.1
N -0.316448 3.626399 -0.218664 0.4 -0.5 0.1
N 3.977752 1.646760 -2.078003 0.0 0.1 -0.1
C 3.313499 1.065421 -1.059801 -0.3 -0.1 0.4
C 1.963424 1.377605 -0.782170 0.2 0.2 -0.1
N 1.312363 0.763741 0.189424 -0.6 -0.9 -0.2
C 1.960661 -0.144382 0.927898 0.2 -0.1 0.1
C 3.292169 -0.422076 0.662976 -0.2 0.1 0.1
N 3.954036 0.159247 -0.322425 0.2 0.0 -0.2
H 3.576980 2.406148 -2.595308 0.0 0.0 0.0
H 4.951738 1.434285 -2.205818 0.0 0.0 0.0
H 1.452430 2.148709 -1.342256 -0.1 -0.1 0.0
H 1.421865 -0.636387 1.723800 0.0 0.0 0.0
H 3.839747 -1.138041 1.263678 0.0 0.0 0.0
```
Forces are in eV/Å.

Energy: -98699.3345 eV
LUMO energy: -5.16 eV
Charge: +1
Spin multiplicity: 1
Frontier orbital gap: 6.58 eV

***

Entry 2:
Below is a single C17H15NO3 molecule in a non-equilibrium geometry, with properties calculated with ωB97M-V/def2-TZVPD.

Structure (XYZ):
```
36
Properties=species:S:1:pos:R:3:forces:R:3
N -4.515895 -0.588108 1.935249 0.2 0.7 0.9
C -3.775726 0.597874 2.485493 0.1 -0.1 -0.8
C -3.299827 1.442332 1.241475 1.3 -0.4 0.1
O -4.334041 2.236326 0.646838 0.2 -0.5 0.1
C -1.981270 2.286370 1.580830 0.1 -0.8 -0.3
C -0.769823 1.319202 1.269704 0.2 0.5 -0.3
C -0.277661 0.406787 2.298492 1.3 -0.2 -2.7
C 0.827597 -0.496496 1.941916 -1.4 1.8 -1.2
C 1.359011 -0.427765 0.575470 -0.4 0.2 0.2
C 0.850094 0.489147 -0.443012 -1.2 0.5 1.1
C -0.238007 1.395153 -0.098009 1.0 -1.8 2.0
C 1.369119 0.551506 -1.913814 0.5 -0.8 0.8
O 0.915855 1.353083 -2.701488 0.3 -0.5 0.5
C 2.463191 -0.467895 -2.307056 0.1 -0.3 -0.1
C 2.905511 -0.490212 -3.692584 1.4 -2.0 0.9
C 3.918406 -1.483645 -4.081189 -0.8 0.3 2.3
C 4.451178 -2.391799 -3.054504 -1.0 0.8 0.5
C 3.999441 -2.353706 -1.669270 -1.0 1.6 -1.4
C 2.975686 -1.376903 -1.287798 1.1 -0.7 -1.5
C 2.493867 -1.406393 0.185575 -0.9 0.8 -0.3
O 2.946081 -2.179187 1.004540 0.0 0.4 -0.7
H -5.509357 -0.470315 2.136796 0.4 -0.4 -0.1
H -4.160681 -1.413358 2.416638 -0.5 0.1 -0.2
H -2.893249 0.212281 3.069867 -0.8 0.6 -0.7
H -4.396670 1.219065 3.181056 0.5 -0.4 -0.6
H -2.984463 0.684213 0.465225 -0.3 0.7 0.9
H -4.629922 1.746246 -0.140423 0.1 0.4 0.6
H -1.948274 2.624034 2.647425 -0.1 -0.3 -0.8
H -1.917346 3.200851 0.934385 -0.1 -0.9 0.5
H -0.762867 0.412132 3.298524 0.7 -0.1 -0.9
H 1.211252 -1.217089 2.702351 -0.2 0.7 -1.0
H -0.665253 2.125287 -0.829510 0.6 -0.9 0.7
H 2.493497 0.192368 -4.475070 0.3 -0.6 1.1
H 4.277810 -1.524338 -5.138411 -0.3 -0.1 1.2
H 5.209524 -3.172392 -3.310936 -0.8 0.9 0.1
H 4.393210 -3.034660 -0.874777 -0.4 0.7 -1.0
```
Forces are in eV/Å.

Energy: -25503.0577 eV
LUMO energy: -1.00 eV
Charge: 0
SMILES: NC[C@@H](O)Cc1ccc2c(c1)C(=O)c1ccccc1C2=O
Spin multiplicity: 1
Frontier orbital gap: 8.12 eV

***

Entry 3:
Below is a molecular structure, C17H16BBr2N3OPd, with properties calculated with ωB97M-V/def2-TZVPD.

Structure (XYZ):
```
41
Properties=species:S:1:pos:R:3:forces:R:3
Pd -0.174972 -0.110322 -0.964772 0.1 -0.3 0.0
C -0.227138 -2.556933 0.910713 -0.1 0.0 -0.1
C -1.323206 -1.676244 1.432424 0.4 0.1 -0.3
C -2.187123 -2.064712 2.450241 -0.5 0.3 0.4
C -3.191773 -1.210608 2.862266 0.2 -0.3 -0.1
C -3.351687 0.027943 2.213250 0.2 -0.1 -0.1
C -4.341975 0.974232 2.515064 -0.7 0.4 0.3
Br -5.649262 0.625314 3.892236 0.1 0.0 -0.1
C -4.454207 2.163565 1.828533 0.0 -0.3 0.3
C -3.559737 2.443914 0.820810 -0.1 0.5 -0.3
Br -3.737022 4.117896 -0.105141 0.0 -0.2 0.1
C -2.510367 1.583891 0.400188 0.2 0.6 -0.5
O -1.729060 1.854183 -0.534208 -0.3 0.0 0.4
C -2.433822 0.343352 1.173077 -0.1 -0.2 0.2
N -1.438002 -0.491667 0.832436 0.2 -0.4 -0.4
H -0.257036 -3.546019 1.368773 0.0 -0.1 0.1
H 0.748174 -2.094600 1.098711 -0.1 0.0 -0.1
H -0.345524 -2.637834 -0.182193 0.2 0.0 0.3
H -2.064867 -3.029112 2.928299 0.0 0.0 0.0
H -3.863745 -1.484486 3.666376 0.0 0.0 0.0
H -5.238503 2.867299 2.072917 0.0 0.0 0.0
C 5.794122 1.759183 0.496856 0.0 -0.1 0.0
C 4.408739 1.362682 0.082060 -0.5 -0.1 -0.1
C 3.334028 2.253318 0.114565 0.6 -0.2 0.0
C 2.105609 1.876743 -0.388994 -0.3 -0.1 -0.3
N 1.862575 0.670901 -0.929610 0.1 0.0 0.3
C 2.873891 -0.214450 -0.886871 -0.3 0.0 -0.3
C 4.130431 0.082331 -0.403906 0.3 0.4 0.2
H 5.815722 2.790777 0.843619 0.0 0.0 0.0
H 6.481471 1.667516 -0.346731 0.1 0.0 0.0
H 6.163579 1.113983 1.296400 0.1 0.0 0.0
H 3.477466 3.252302 0.503856 -0.1 0.1 0.0
H 1.272613 2.571735 -0.395712 0.0 -0.1 0.0
H 2.655605 -1.194252 -1.301912 0.0 0.1 0.0
H 4.913921 -0.665132 -0.434869 0.0 -0.1 0.0
B -0.714896 -2.462166 -5.290938 0.0 -0.1 -0.3
C -0.532573 -1.805320 -3.882698 0.1 0.3 0.7
N -0.417743 -1.309563 -2.843807 0.0 0.0 -0.2
H -0.765122 -3.673023 -5.169556 0.0 -0.1 0.0
H 0.225354 -2.141746 -5.992671 0.1 0.0 -0.1
H -1.753941 -2.034871 -5.749079 -0.1 0.0 -0.2
```
Forces are in eV/Å.

Energy: -168647.8279 eV
LUMO energy: 4.22 eV
Charge: -2
Spin multiplicity: 1
Frontier orbital gap: 4.04 eV

***

Entry 4:
Below is a molecular structure, C17H16BrClNd in a non-equilibrium geometry, with properties calculated with ωB97M-V/def2-TZVPD.

Structure (XYZ):
```
36
Properties=species:S:1:pos:R:3:forces:R:3
C -1.845522 -0.727748 -0.966049 -0.6 0.2 0.3
C -1.546301 -1.198931 0.350517 -0.7 0.4 0.2
C -1.676910 -0.098358 1.247631 -0.5 -0.1 -0.2
H -1.253241 -2.209348 0.631075 -0.1 0.3 -0.2
C -2.040075 1.055231 0.491713 -0.3 -0.5 -0.1
C -2.180708 0.659265 -0.877450 -0.1 -0.3 0.4
H -2.558272 1.290704 -1.691667 0.5 -0.3 0.3
H -1.796253 -1.318011 -1.877931 0.0 0.2 0.2
H -1.603617 -0.147380 2.339162 0.2 0.1 -0.6
H -2.275741 2.039042 0.919876 0.3 -0.5 -0.3
Nd 0.410151 0.250832 -0.348216 1.1 0.8 0.1
Br 1.280174 -2.182441 -1.079441 0.3 -0.3 0.1
C 2.641471 0.729941 -4.477683 -0.6 -0.5 -0.2
C 1.538645 1.527955 -4.926845 -0.2 -0.8 0.1
C 0.542061 0.646177 -5.462623 0.8 -0.3 0.4
H 1.482200 2.620015 -4.902291 0.0 -0.4 0.0
C 1.030785 -0.697674 -5.345019 0.6 0.9 0.2
C 2.331564 -0.644105 -4.744268 -0.6 0.7 -0.3
H 2.987306 -1.499949 -4.562757 -0.3 0.3 0.0
H 3.574704 1.105540 -4.048828 -0.3 -0.1 -0.2
H -0.406080 0.946068 -5.918573 0.3 -0.1 0.2
H 0.518091 -1.601298 -5.687037 0.2 0.3 0.1
Cl 0.088230 2.685028 3.692668 0.1 0.9 0.0
C 0.273394 1.066050 4.205736 0.2 -1.8 -0.1
C -0.250210 0.655649 5.433859 0.0 -0.6 0.1
C -0.373941 -0.716418 5.722707 0.2 0.2 -0.3
C 0.091845 -1.657540 4.791495 0.3 0.2 0.0
C 0.768802 -1.238192 3.648603 -0.3 0.4 0.0
C 0.859010 0.136056 3.293688 -0.3 -0.1 0.2
C 1.418843 0.546080 2.002661 0.3 -0.2 -0.6
H -0.548383 1.390431 6.182360 -0.1 -0.1 -0.4
H -0.808015 -1.066527 6.663637 0.1 0.3 -0.3
H -0.037164 -2.731933 4.971977 0.1 0.5 0.0
H 1.205276 -1.967629 2.955636 -0.2 0.2 0.3
H 2.059038 -0.262074 1.556542 0.0 0.3 0.6
H 2.013646 1.471692 2.079534 -0.2 -0.2 -0.2
```
Forces are in eV/Å.

Energy: -115730.6644 eV
LUMO energy (spin up / spin down): 1.95 / 2.00 eV
Charge: -1
Spin multiplicity: 4
⟨S²⟩: 3.76
Frontier orbital gap (spin up / spin down): 4.99 / 5.04 eV

***

Entry 5:
Below is a single C17H16BrF3N4O molecule in a non-equilibrium geometry, with properties calculated with ωB97M-V/def2-TZVPD.

Structure (XYZ):
```
42
Properties=species:S:1:pos:R:3:forces:R:3
O -0.546384 3.427962 0.421146 1.8 -0.1 3.6
F -2.472386 -5.653477 1.149888 -0.2 0.7 -1.0
F -1.081768 -5.933590 2.660013 1.2 -0.6 0.0
F -0.362398 -5.535744 0.597273 -0.6 0.6 0.8
Br -2.786513 2.851291 -3.216472 1.0 0.2 -0.9
N -0.388055 -2.805517 1.768379 0.1 -3.0 -1.6
C 0.215552 2.843695 -0.360378 -3.7 1.0 1.9
C -0.497387 -1.567882 2.180832 1.8 1.3 -1.0
C -1.306528 -3.762826 2.073791 -0.1 2.3 0.8
C -1.476469 -1.241980 3.001747 -5.1 0.4 3.4
C -2.351989 -3.501144 3.012060 2.3 1.2 -2.2
C -2.412142 -2.175625 3.439231 1.2 -1.5 -1.2
C 0.654867 1.778689 -5.331426 6.1 -1.6 -2.7
C 1.660123 1.813088 -4.366048 0.5 -0.8 1.5
C -0.554423 2.165159 -5.082407 -5.4 1.7 1.2
C 1.347618 2.208086 -3.079435 -0.7 -0.1 -1.7
C -0.939176 2.689659 -3.824937 1.0 -1.8 0.4
C 0.059034 2.629744 -2.822347 -2.2 2.2 0.9
N -0.313657 3.168818 -1.558245 0.1 0.1 -4.5
N 0.366140 -0.535746 1.821392 1.9 -3.4 -1.2
N 1.152145 1.884497 -0.020615 -0.5 1.7 -1.2
C -1.268603 -5.198247 1.534864 0.1 -0.3 1.1
C 1.682853 -0.895795 1.168303 -0.2 0.1 2.2
C 0.151042 0.859592 1.931763 -1.6 1.4 2.1
C 2.476633 0.381803 1.356366 -1.0 0.3 -0.8
C 1.358825 1.495913 1.376147 2.7 0.1 -1.0
H -1.777915 -0.279079 3.355603 0.8 0.9 -0.1
H -3.102198 -4.214094 3.141949 -1.0 -1.0 0.6
H -3.216747 -1.920072 4.052779 -1.0 0.7 1.0
H 0.981889 1.457855 -6.372042 -0.8 0.2 1.4
H 2.670741 1.382387 -4.396376 -0.5 0.3 -1.1
H -1.286735 2.002952 -5.853711 -0.4 0.3 -0.1
H 2.089937 2.206651 -2.341488 0.9 0.1 1.0
H -1.169911 3.890597 -1.551324 2.9 -2.6 0.4
H 1.259066 1.205102 -0.745189 0.4 -0.6 -0.1
H 1.510474 -1.053301 0.123178 0.1 -0.7 -0.6
H 2.247697 -1.746376 1.697715 -1.4 0.9 -1.0
H 0.070238 1.229116 3.029056 -0.3 -0.7 -1.5
H -0.699993 1.281628 1.328141 0.3 -0.7 1.0
H 3.191608 0.460625 0.558726 0.1 0.6 -0.8
H 3.135252 0.358341 2.188158 -0.1 0.1 1.4
H 1.729641 2.347244 1.953941 -0.4 0.1 -0.3
```
Forces are in eV/Å.

Energy: -104089.7724 eV
LUMO energy: 0.35 eV
Charge: 0
SMILES: O=C(Nc1ccccc1Br)N[C@@H]1CCN(c2cccc(C(F)(F)F)n2)C1
Spin multiplicity: 1
Frontier orbital gap: 8.66 eV

***

Entry 6:
Below is a single C17H16BrN3O2 molecule in a non-equilibrium geometry, with properties calculated with ωB97M-V/def2-TZVPD.

Structure (XYZ):
```
39
Properties=species:S:1:pos:R:3:forces:R:3
C -3.258115 -2.759368 -1.458940 0.1 -0.1 0.2
H -3.932158 -2.114058 -2.016103 -0.1 0.1 -0.1
H -3.607789 -3.784530 -1.556686 -0.1 -0.1 -0.1
H -2.267839 -2.687233 -1.903252 0.1 0.0 -0.1
C -3.211956 -2.357355 0.016594 -0.2 0.0 -0.1
C -2.631156 -0.974964 0.180104 0.2 -0.1 0.1
C -1.474307 -0.766442 0.915944 -0.2 0.0 -0.1
C -0.929015 0.497096 1.081216 0.1 0.3 0.1
C -1.541797 1.597897 0.502129 -0.2 -0.1 -0.1
C -2.704251 1.386251 -0.240945 0.0 0.4 -0.1
C -3.243578 0.128924 -0.403462 0.1 0.1 0.1
H -4.144547 0.018249 -0.985983 -0.1 0.0 -0.1
Br -3.544035 2.895562 -1.030358 -0.1 -0.2 0.0
O -1.129388 2.896347 0.592584 -0.1 -0.1 -0.2
C -0.022340 3.228981 1.390451 0.1 0.1 0.2
C 1.276470 2.880562 0.738401 0.3 -0.5 -0.1
N 1.851219 1.721340 0.666934 -0.3 0.1 0.3
C 2.992602 1.981575 -0.046506 -0.7 1.0 0.2
N 3.091327 3.240646 -0.380414 1.2 -0.4 -0.6
O 1.984608 3.832481 0.121135 -0.8 0.1 0.4
C 3.956065 0.941271 -0.369284 0.3 -0.7 -0.1
N 5.085981 1.312266 -0.961405 -0.2 0.5 0.0
C 5.967609 0.380223 -1.257112 0.2 -0.3 -0.1
C 5.780193 -0.969258 -0.981894 -0.1 0.0 0.1
C 4.600737 -1.355140 -0.364715 0.1 0.1 -0.1
C 3.665030 -0.385249 -0.049465 0.1 0.2 -0.1
H 2.729202 -0.626605 0.428227 -0.1 0.0 0.0
H 4.413177 -2.393657 -0.132874 0.0 -0.1 0.0
H 6.535797 -1.693479 -1.243556 0.1 0.0 0.0
H 6.870620 0.732717 -1.737712 0.1 -0.1 0.0
H -0.080841 2.743660 2.373035 0.0 0.1 -0.1
H -0.068981 4.315166 1.506135 0.0 -0.2 0.1
H -0.014079 0.613261 1.638353 0.0 0.0 0.0
H -0.977593 -1.608222 1.375774 0.0 -0.1 0.0
C -4.604990 -2.435461 0.645017 0.3 -0.1 0.0
H -5.297710 -1.771514 0.134479 -0.1 0.1 -0.1
H -4.990127 -3.450257 0.577379 -0.1 -0.1 0.0
H -4.564833 -2.149389 1.693744 -0.1 0.0 0.1
H -2.559220 -3.062306 0.543018 0.0 0.1 0.0
```
Forces are in eV/Å.

Energy: -96495.3179 eV
LUMO energy: 0.26 eV
Charge: 0
SMILES: CC(C)c1ccc(OCc2nc(-c3ccccn3)no2)c(Br)c1
Spin multiplicity: 1
Frontier orbital gap: 8.88 eV

***

Question: Which value of charge does entry 2 give?
Answer: 0